{
  "formula": "C22H23FeO2",
  "method": "ωB97M-V with the def2-TZVPD basis set",
  "total_charge": -1,
  "molar_mass_da": 375.3,
  "multiplicity": 5,
  "homo_ha": [-0.0346, -0.1267],
  "symbols": ["Fe", "O", "O", "C", "C", "C", "C", "C", "C", "C", "C", "C", "C", "C", "C", "C", "C", "C", "C", "C", "C", "C", "C", "C", "C", "H", "H", "H", "H", "H", "H", "H", "H", "H", "H", "H", "H", "H", "H", "H", "H", "H", "H", "H", "H", "H", "H", "H"],
  "coordinates": [[3.17, 0.35, 1.86], [2.03, 2.44, 3.76], [4.65, 2.44, 0.25], [-1.10, 1.16, -2.34], [-3.81, -3.31, -2.91], [-4.43, -2.60, -1.87], [4.45, -1.13, 1.42], [3.15, -1.69, 1.64], [-2.37, 2.68, -0.97], [-0.46, 1.46, 1.75], [1.69, 0.61, 0.60], [2.49, 1.69, 3.00], [2.71, -1.31, 2.94], [-2.68, -2.79, -3.54], [-3.03, 1.46, -0.98], [-0.25, -0.89, 1.05], [0.33, 0.34, 1.13], [4.19, 1.55, 0.83], [-2.16, -1.56, -3.15], [4.84, -0.41, 2.61], [-2.78, -0.80, -2.12], [-1.15, 2.65, -1.83], [-2.33, 0.52, -1.78], [-3.92, -1.36, -1.47], [3.75, -0.52, 3.56], [2.62, -2.34, 0.95], [5.07, -1.28, 0.53], [-0.23, 2.92, -1.29], [-1.23, 3.33, -2.69], [1.80, 1.66, 0.29], [-2.70, 3.57, -0.44], [-0.62, 1.27, 2.82], [-4.40, -0.81, -0.66], [0.05, 2.43, 1.65], [5.79, 0.07, 2.79], [-1.24, -1.04, 1.48], [-3.96, 1.24, -0.47], [-2.19, -3.34, -4.35], [-1.27, -1.15, -3.65], [-1.45, 1.54, 1.28], [-1.06, 1.12, -3.43], [1.78, -1.61, 3.41], [-4.22, -4.27, -3.22], [-5.30, -3.00, -1.37], [0.26, -1.73, 0.58], [3.75, -0.15, 4.58], [-0.19, 0.66, -1.97], [1.95, -0.07, -0.24]]
}

{
  "formula": "C74H176N12O15",
  "method": "ωB97M-V with the def2-TZVPD basis set",
  "molar_mass_da": 1474.3,
  "e_above_lowest_ev": 5.018,
  "smiles": "CC1(C)CCCC(C)(C)N1O.CC1(C)CCCC(C)(C)N1O.CC1(C)CCCC(C)(C)N1O.CC1(C)CCCC(C)(C)N1O.COC[C@H](C)N.COC[C@H](C)N.COC[C@H](C)N.COC[C@H](C)N.COC[C@H](C)N.COCCNCCOC.COCCNCCOC.COCCNCCOC",
  "homo_ha": -0.2935,
  "symbols": ["O", "O", "O", "O", "O", "O", "O", "O", "O", "O", "O", "O", "O", "O", "O", "N", "N", "N", "N", "N", "N", "N", "N", "N", "N", "N", "N", "C", "C", "C", "C", "C", "C", "C", "C", "C", "C", "C", "C", "C", "C", "C", "C", "C", "C", "C", "C", "C", "C", "C", "C", "C", "C", "C", "C", "C", "C", "C", "C", "C", "C", "C", "C", "C", "C", "C", "C", "C", "C", "C", "C", "C", "C", "C", "C", "C", "C", "C", "C", "C", "C", "C", "C", "C", "C", "C", "C", "C", "C", "C", "C", "C", "C", "C", "C", "C", "C", "C", "C", "C", "C", "H", "H", "H", "H", "H", "H", "H", "H", "H", "H", "H", "H", "H", "H", "H", "H", "H", "H", "H", "H", "H", "H", "H", "H", "H", "H", "H", "H", "H", "H", "H", "H", "H", "H", "H", "H", "H", "H", "H", "H", "H", "H", "H", "H", "H", "H", "H", "H", "H", "H", "H", "H", "H", "H", "H", "H", "H", "H", "H", "H", "H", "H", "H", "H", "H", "H", "H", "H", "H", "H", "H", "H", "H", "H", "H", "H", "H", "H", "H", "H", "H", "H", "H", "H", "H", "H", "H", "H", "H", "H", "H", "H", "H", "H", "H", "H", "H", "H", "H", "H", "H", "H", "H", "H", "H", "H", "H", "H", "H", "H", "H", "H", "H", "H", "H", "H", "H", "H", "H", "H", "H", "H", "H", "H", "H", "H", "H", "H", "H", "H", "H", "H", "H", "H", "H", "H", "H", "H", "H", "H", "H", "H", "H", "H", "H", "H", "H", "H", "H", "H", "H", "H", "H", "H", "H", "H", "H", "H", "H", "H", "H", "H", "H", "H", "H", "H", "H", "H", "H", "H", "H", "H", "H", "H", "H", "H"],
  "coordinates": [[0.70, 3.55, -2.67], [0.52, 4.55, 4.21], [1.57, -3.80, -6.72], [-4.68, 5.73, 0.38], [9.17, 1.06, 1.25], [2.64, -0.61, 0.17], [-2.33, 2.26, -4.93], [5.75, -5.12, 2.31], [-0.72, -5.89, 0.19], [4.70, -0.27, 8.24], [-2.59, -1.00, -0.43], [-5.71, -2.90, -3.93], [-6.94, -0.57, 3.70], [1.01, -2.23, 4.46], [4.51, 3.55, -0.35], [-2.51, -2.91, 1.68], [-6.75, 0.79, 3.37], [-3.59, 1.94, -5.47], [-7.54, -4.36, -1.06], [-0.68, 1.00, 4.20], [3.44, -2.20, 2.73], [-1.54, 5.09, -1.51], [9.44, -0.21, 1.76], [3.37, -0.91, 5.44], [1.98, -2.62, -6.28], [1.72, 5.33, -0.75], [-0.69, -0.27, 1.46], [-7.51, 0.81, 0.97], [2.27, 4.48, 0.32], [1.56, 0.16, 0.69], [-4.67, 3.86, -4.31], [-2.71, 4.71, -0.66], [1.62, 1.85, 4.47], [4.74, -0.85, 5.89], [-1.46, 0.72, 0.73], [-3.62, 5.99, -0.53], [1.91, -0.86, -4.49], [3.33, -2.19, -8.27], [-4.72, 2.34, -4.59], [-9.10, 1.60, 3.71], [-5.90, 6.27, -0.04], [0.88, -1.40, -8.23], [9.89, -1.12, 0.69], [0.46, -0.86, 0.78], [6.95, -0.60, 2.23], [-2.02, 0.23, -0.60], [-6.18, 0.84, -6.21], [-0.20, 3.42, 3.79], [-6.08, 2.21, -5.42], [8.77, -1.99, 3.25], [-5.82, 2.52, 1.91], [-3.59, -4.89, 0.67], [-0.27, -2.13, -5.22], [2.60, -0.31, -6.78], [8.44, -0.57, 2.75], [0.12, 5.76, 3.57], [0.16, 2.14, 4.58], [-5.12, -3.45, -5.10], [2.83, -4.46, 2.34], [3.74, 0.25, -0.07], [11.28, -0.63, 0.05], [-2.10, 4.37, 0.70], [-7.50, 1.40, 5.67], [3.81, 4.48, 0.55], [-0.12, -6.59, 1.25], [-0.32, -2.79, 4.14], [-4.85, 1.55, -3.25], [-6.38, 1.09, 1.93], [2.37, 5.12, -2.07], [5.82, 3.24, -0.12], [-6.47, -2.17, -0.99], [6.18, -5.71, 3.52], [0.22, 2.23, -2.90], [9.00, -1.41, -0.51], [-2.31, -4.30, 1.27], [-6.79, 3.56, 2.61], [2.11, 3.76, -2.68], [2.58, -1.63, 6.38], [5.28, -3.77, 2.47], [-5.27, 0.18, 1.47], [-7.60, 1.73, 4.17], [-4.93, 0.53, -7.03], [-2.44, 0.59, -7.26], [9.07, -3.02, 2.17], [8.59, 0.44, 3.91], [4.79, 0.76, 9.22], [-3.56, 0.69, -6.26], [-7.04, 3.15, 4.05], [1.66, -3.21, -3.83], [1.14, -1.84, 5.85], [-3.10, -1.57, -1.61], [1.30, -2.27, -5.01], [10.25, -2.46, 1.37], [-3.48, -0.48, -5.24], [-1.10, -4.48, 0.37], [-6.06, -3.84, -2.97], [4.96, 0.24, 6.95], [3.85, -3.55, 3.01], [1.91, 0.25, -5.54], [-7.03, -3.22, -1.91], [2.16, -1.67, -7.40], [6.03, 0.46, 6.98], [-1.10, 3.94, 0.64], [-5.47, -0.88, 1.36], [4.12, 5.53, 0.51], [-3.32, -2.79, 2.28], [-4.13, -4.21, 0.00], [2.39, -1.17, 7.35], [-3.02, 6.84, -0.19], [-0.92, 5.95, 3.84], [-4.02, 6.18, -1.53], [0.81, 1.48, -2.37], [3.45, 0.85, -0.93], [2.34, -4.29, -6.44], [-0.11, 0.25, 4.59], [1.91, 1.08, 5.19], [8.08, -1.94, -0.24], [3.99, 4.06, 1.53], [2.72, -4.21, 1.28], [3.03, -2.61, 6.51], [5.33, -3.29, 1.49], [-2.12, 5.23, 1.37], [3.89, 1.37, 9.09], [4.25, -2.32, -7.69], [0.63, -0.88, 5.93], [0.30, -2.32, -8.30], [1.32, -3.02, -2.81], [1.84, 0.52, 1.68], [-0.85, 2.11, -2.72], [3.67, -0.35, -6.62], [10.38, -3.16, 0.55], [3.42, -1.91, 1.76], [-0.88, 1.63, 0.56], [3.23, -5.47, 2.32], [-5.74, -4.22, -5.55], [-5.35, 4.18, -3.52], [-9.72, 2.28, 4.30], [-1.87, 5.41, -2.41], [-3.96, -0.99, -1.94], [2.24, 2.72, 4.70], [10.02, 1.50, 1.27], [-0.69, -3.04, -5.65], [6.66, 0.41, 1.91], [11.14, -2.34, 1.98], [3.86, -3.71, 4.09], [6.08, -3.26, 3.01], [7.88, 0.23, 4.71], [-0.94, 4.30, -1.68], [-1.26, 0.22, -1.37], [4.04, 0.91, 0.75], [-0.38, -3.01, 3.07], [1.40, -0.57, -3.57], [-6.33, -0.03, -5.58], [5.44, -0.53, 5.12], [2.92, -1.01, -4.13], [0.64, -2.56, 6.49], [11.77, -1.45, -0.48], [2.74, -3.25, -3.67], [3.38, -1.49, 4.62], [-7.88, -0.19, 1.19], [-4.48, 0.22, 2.22], [-0.23, -3.94, 0.74], [-7.87, 0.40, 5.90], [-2.79, -2.32, 0.90], [2.08, 3.45, 0.02], [-8.25, -4.02, -0.42], [-8.21, -4.94, -1.55], [9.45, -3.94, 2.62], [-3.69, 4.16, -3.93], [5.88, 2.90, 0.91], [0.71, 5.24, -0.85], [-2.49, -0.10, -8.10], [4.58, -0.41, -0.29], [6.38, 4.17, -0.06], [-0.76, -6.55, 2.13], [9.62, 0.44, 4.27], [-4.86, 2.54, 2.42], [-9.36, 1.77, 2.66], [6.89, -1.31, 1.40], [11.17, 0.18, -0.67], [8.74, -0.48, -1.02], [-1.13, -2.11, 4.41], [-1.36, -1.01, 1.62], [-0.61, 0.82, 3.21], [-5.61, -2.56, -0.46], [-3.19, -1.42, -5.72], [11.98, -0.33, 0.83], [-4.74, 0.49, 0.57], [0.20, -1.34, -0.16], [5.51, -5.54, 4.37], [0.21, -0.63, -7.86], [-4.23, -4.04, -4.90], [-0.09, 2.36, 5.62], [7.15, -5.37, 3.88], [-0.46, -1.29, -5.90], [6.24, -1.02, 2.94], [-8.12, 2.12, 6.21], [8.21, -3.20, 1.54], [-4.91, -2.65, -5.81], [-5.25, -4.41, -2.50], [9.57, -2.01, -1.21], [2.45, 3.77, -3.71], [-6.58, -4.64, -3.51], [3.41, 5.45, -2.05], [-6.24, -1.29, -1.60], [-2.80, 0.89, -0.96], [-3.12, 3.83, -1.17], [2.40, 1.19, -5.27], [-3.43, -5.85, 0.17], [-5.16, -0.45, -7.44], [5.22, -1.79, 6.15], [3.61, -1.43, -8.99], [-6.53, 6.16, 0.85], [2.01, 1.64, 3.48], [0.46, 2.02, -3.94], [2.48, 0.47, -7.54], [1.89, 5.83, -2.75], [1.42, -4.25, -4.06], [-6.40, 5.77, -0.87], [-3.47, -2.57, -1.40], [1.32, 1.01, 0.05], [8.35, 1.45, 3.59], [-4.33, -5.11, 1.44], [-6.07, 3.19, 4.55], [-1.91, 2.80, -5.60], [-6.08, -0.81, 4.06], [-6.25, 4.51, 2.60], [-7.25, -1.72, -0.37], [-3.86, 1.26, -2.89], [-7.76, 3.78, 2.17], [-2.74, -0.22, -4.49], [-6.52, 1.48, 6.13], [-2.75, 3.59, 1.11], [-7.03, 0.72, -6.87], [-5.38, 0.62, -3.46], [-2.35, 0.99, 1.30], [0.90, 0.56, -5.82], [-8.35, 1.50, 1.00], [-5.29, 2.08, -2.41], [-4.45, -0.65, -4.78], [-0.13, 3.25, 2.72], [0.85, -1.72, 1.34], [6.33, -6.78, 3.38], [3.14, -3.19, -8.67], [-7.89, -2.80, -2.42], [-0.50, -3.73, 4.66], [2.59, 3.04, -2.03], [-6.92, 2.27, -4.73], [1.67, 4.74, 1.20], [2.50, -1.97, 3.01], [0.69, 6.65, 3.83], [-4.89, 4.42, -5.22], [8.10, -2.50, 3.94], [-7.13, 0.68, -0.04], [4.29, 1.06, 6.71], [-0.83, -1.87, -4.32], [1.18, -0.99, -9.20], [-2.26, -1.63, -2.30], [4.81, 0.46, 10.27], [-4.94, 1.25, -7.85], [6.20, 2.51, -0.84], [-0.01, -7.65, 0.99], [9.70, -1.78, 3.78], [-6.23, 3.00, -6.15], [1.85, -4.32, 2.78], [-2.39, 1.55, -7.77], [-1.45, 0.51, -6.82], [-9.48, 0.59, 3.83], [0.09, 5.47, 2.52], [5.62, 1.43, 9.03], [-1.20, 3.69, 4.12], [-1.34, -4.07, -0.61], [-5.87, 7.33, -0.30], [-2.11, -4.90, 2.16], [0.86, -6.15, 1.44], [-7.68, 3.87, 4.57], [-5.63, 2.85, 0.89]]
}

{
  "formula": "C16H40F6N6O9P",
  "method": "ωB97M-V with the def2-TZVPD basis set",
  "total_charge": -1,
  "molar_mass_da": 605.5,
  "homo_ha": -0.1751,
  "symbols": ["P", "F", "F", "F", "F", "F", "F", "O", "O", "O", "O", "O", "O", "O", "O", "O", "N", "N", "N", "N", "N", "N", "C", "C", "C", "C", "C", "C", "C", "C", "C", "C", "C", "C", "C", "C", "C", "C", "H", "H", "H", "H", "H", "H", "H", "H", "H", "H", "H", "H", "H", "H", "H", "H", "H", "H", "H", "H", "H", "H", "H", "H", "H", "H", "H", "H", "H", "H", "H", "H", "H", "H", "H", "H", "H", "H", "H", "H"],
  "coordinates": [[-17.66, 9.94, -10.15], [-17.83, 11.55, -9.79], [-17.54, 8.35, -10.46], [-19.25, 9.75, -10.02], [-17.47, 9.61, -8.57], [-16.09, 10.18, -10.18], [-17.83, 10.27, -11.75], [-22.87, 11.37, -16.45], [-20.22, 15.86, -10.52], [-20.12, 13.69, -10.41], [-25.08, 11.18, -12.15], [-21.22, 10.85, -15.15], [-23.34, 11.30, -10.86], [-21.45, 12.90, -15.76], [-23.17, 11.91, -12.91], [-20.67, 14.58, -12.26], [-20.34, 11.41, -12.26], [-21.86, 11.73, -15.80], [-23.89, 11.49, -11.98], [-20.29, 14.75, -11.08], [-16.28, 15.56, -12.26], [-22.34, 7.62, -15.93], [-14.80, 15.61, -12.44], [-16.82, 13.80, -14.04], [-23.07, 7.44, -14.62], [-20.86, 7.38, -15.78], [-23.22, 8.18, -12.18], [-22.60, 9.09, -16.48], [-17.58, 13.59, -15.36], [-16.32, 16.70, -10.12], [-16.23, 15.20, -9.82], [-16.43, 14.52, -11.18], [-22.52, 8.95, -17.98], [-22.92, 7.53, -18.34], [-22.50, 8.29, -13.52], [-16.82, 16.81, -11.56], [-22.82, 6.72, -17.06], [-16.97, 15.24, -13.56], [-22.30, 5.76, -17.12], [-19.66, 10.80, -11.81], [-17.46, 14.16, -11.11], [-16.54, 15.94, -14.28], [-23.62, 9.27, -16.14], [-16.91, 17.25, -9.40], [-23.84, 6.39, -16.85], [-14.48, 16.32, -13.20], [-20.41, 8.14, -15.15], [-24.12, 7.67, -14.84], [-15.28, 14.96, -9.35], [-21.94, 9.82, -16.02], [-15.76, 13.55, -14.07], [-17.48, 12.63, -15.84], [-17.30, 13.12, -13.34], [-17.42, 14.45, -16.01], [-21.41, 8.17, -13.45], [-14.37, 14.63, -12.66], [-18.64, 13.69, -15.10], [-20.97, 11.77, -11.52], [-22.38, 7.18, -19.22], [-22.44, 9.37, -13.72], [-16.35, 17.67, -12.02], [-20.98, 10.92, -12.89], [-17.90, 16.67, -11.62], [-18.00, 15.59, -13.51], [-19.95, 12.23, -12.71], [-14.36, 15.89, -11.48], [-21.51, 9.15, -18.36], [-15.31, 17.10, -9.99], [-24.25, 8.49, -12.37], [-23.98, 7.53, -18.61], [-20.71, 6.36, -15.41], [-22.69, 8.88, -11.54], [-23.21, 7.16, -11.80], [-20.44, 7.42, -16.78], [-15.82, 13.65, -11.40], [-16.98, 14.83, -9.13], [-23.00, 6.36, -14.44], [-23.15, 9.72, -18.41]]
}

{
  "formula": "C3H4BrNO2",
  "method": "ωB97M-V with the def2-TZVPD basis set",
  "molar_mass_da": 166.0,
  "e_above_lowest_ev": 5.982,
  "smiles": "[O-]/[N+](O)=C\\Br.C#C",
  "homo_ha": -0.3279,
  "symbols": ["Br", "O", "O", "N", "C", "C", "C", "H", "H", "H", "H"],
  "coordinates": [[2.77, -0.47, -0.19], [-1.13, -0.79, 1.18], [0.75, 0.09, 2.07], [0.24, -0.54, 1.10], [-0.13, 1.38, -1.08], [-0.97, 0.89, -1.74], [0.91, -0.97, 0.05], [0.64, 1.99, -0.58], [0.42, -1.56, -0.78], [-1.51, -0.65, 2.10], [-1.99, 0.65, -2.13]]
}

Respective electronic energy values: -61664.401, -128171.099, -70198.095, -78796.741 eV.